1.
DFT (wB97M-V/def2-TZVPD) results for 6 unconnected molecules or ions with the total composition C23H43F7N5O10PS.

Summary:
multiplicity: 1
charge: 0
SMILES string: CC[C@@H]1OC(=O)O[C@@]1(C(F)(F)C(F)(F)C(F)(F)F)P(O)(O)=S.CN(C)C=O.CN(C)C=O.CN(C)C=O.CN(C)C=O.CN(C)C=O

Geometry as XYZ:
```
90
Properties=species:S:1:pos:R:3:forces:R:3:mulliken_charge:R:1
C 3.8658 2.8395 3.0145 -0.5 -0.2 -0.1 -1.286
C 2.4890 2.1868 2.8104 0.3 -0.2 0.1 -0.622
C 1.5400 2.4180 3.9630 0.1 -0.2 -0.1 -0.144
O 0.7953 1.2593 4.4338 0.6 -0.1 -0.5 -0.474
C -0.0193 1.7311 5.3772 0.2 0.3 -0.4 0.417
O -0.5300 1.1171 6.2317 -0.5 -0.5 0.9 -0.524
O -0.1838 3.0964 5.2097 -0.6 0.0 -0.4 -0.447
C 0.4148 3.4471 3.9598 0.7 0.8 0.3 1.392
C -0.5851 3.4263 2.7703 0.1 0.0 0.0 0.407
F -1.0353 4.6816 2.4981 0.2 -0.3 -0.1 -0.337
F 0.0809 2.9996 1.6652 -0.4 0.2 0.1 -0.334
C -1.8654 2.5483 2.8699 -0.3 0.0 -0.3 0.411
F -2.4593 2.6649 1.6547 0.2 -0.1 0.3 -0.285
F -1.5343 1.2541 3.0443 -0.1 0.4 0.0 -0.282
C -2.9346 2.9767 3.9535 -0.1 -0.2 -0.1 0.733
F -4.1454 3.0144 3.3820 0.3 0.0 0.2 -0.248
F -2.9654 2.0770 4.9332 0.0 0.2 -0.1 -0.238
F -2.6687 4.1772 4.4600 -0.1 -0.2 0.0 -0.232
P 1.1032 5.1766 4.2122 -1.2 0.8 0.9 0.359
O 1.6875 5.5510 2.7979 0.2 -0.2 -0.5 -0.488
O 2.4188 4.9675 5.0789 0.1 -0.5 0.1 -0.544
S -0.1029 6.4351 5.0241 0.2 -0.3 -0.3 -0.345
H 4.5940 2.2174 2.5155 0.3 0.0 -0.2 0.381
H 3.8774 3.8186 2.5592 0.2 0.3 0.0 0.196
H 4.1275 2.9395 4.0602 0.1 0.0 0.2 0.394
H 2.6505 1.1170 2.7525 -0.2 -0.3 -0.1 0.395
H 2.0995 2.5282 1.8661 -0.1 -0.2 -0.2 0.115
H 2.1551 2.6633 4.8212 0.2 0.3 0.1 0.954
H 1.4388 6.4645 2.6029 0.0 0.1 -0.2 0.316
H 2.1489 4.9919 6.0078 0.2 0.1 0.2 0.389
C 3.4695 4.3617 -2.6859 0.1 0.0 0.2 -0.960
N 3.8383 3.7264 -1.4372 0.0 0.2 -0.1 0.127
C 3.9617 4.5209 -0.2280 0.0 -0.2 -0.1 -0.544
C 4.0715 2.4066 -1.3401 -0.1 -0.2 -0.1 0.212
O 4.3636 1.8473 -0.2970 0.0 0.0 0.1 -0.565
H 4.2057 5.1191 -2.9617 0.0 0.0 -0.1 0.330
H 2.4914 4.8389 -2.5975 0.0 0.0 0.0 0.331
H 3.4241 3.6157 -3.4758 0.0 0.0 0.0 0.318
H 4.9743 4.4425 0.1691 0.0 0.0 0.1 0.299
H 3.2696 4.1387 0.5200 0.0 0.1 0.1 -0.160
H 3.7299 5.5609 -0.4422 0.0 0.0 -0.1 0.417
H 3.9605 1.8636 -2.2926 0.1 0.0 0.0 0.180
C 1.4933 -1.7142 -0.9091 0.0 -0.1 -0.1 -0.871
N 2.4839 -1.6520 -1.9626 -0.2 -0.1 0.0 0.187
C 2.2707 -2.4060 -3.1925 0.1 0.2 0.2 -0.942
C 3.6026 -0.9194 -1.8415 0.1 0.1 0.1 0.067
O 4.4633 -0.8302 -2.7027 0.0 0.0 -0.1 -0.686
H 1.3679 -2.7417 -0.5613 0.0 0.0 0.0 0.333
H 0.5285 -1.3491 -1.2680 0.0 0.0 0.0 0.359
H 1.8106 -1.0974 -0.0704 0.0 0.0 0.0 0.210
H 3.0811 -3.1094 -3.3496 0.0 -0.1 0.0 0.204
H 2.2422 -1.7282 -4.0448 0.0 -0.1 -0.1 0.292
H 1.3337 -2.9500 -3.1330 0.0 0.0 0.0 0.419
H 3.6777 -0.3824 -0.8829 0.0 0.0 0.0 0.402
C -4.5648 0.8014 0.2834 -0.2 -0.2 -0.1 -0.912
N -5.0234 0.0687 -0.8792 0.0 0.1 0.2 0.239
C -6.1094 -0.8852 -0.7316 0.0 0.1 -0.2 -1.109
C -4.4750 0.2355 -2.0936 0.1 0.1 -0.1 0.142
O -4.8248 -0.3535 -3.0982 0.0 0.0 0.0 -0.607
H -4.2094 0.1073 1.0481 0.0 0.1 0.0 0.348
H -5.3794 1.3979 0.7003 0.1 0.0 0.0 0.336
H -3.7525 1.4644 0.0037 0.0 0.0 -0.1 0.220
H -5.7725 -1.8799 -1.0159 0.0 0.0 0.1 0.323
H -6.9449 -0.6050 -1.3760 0.0 0.0 0.0 0.365
H -6.4321 -0.9041 0.3047 0.0 0.0 0.0 0.386
H -3.6568 0.9773 -2.0992 0.0 0.0 0.0 0.249
C 4.9570 -5.8592 -7.2387 0.0 0.1 0.2 -0.918
N 4.2369 -5.1549 -6.1979 0.2 -0.1 0.0 0.130
C 4.9711 -4.6170 -5.0619 -0.1 0.0 0.0 -0.955
C 2.9058 -4.9758 -6.2437 -0.1 0.0 -0.1 0.127
O 2.2634 -4.3911 -5.3932 0.0 0.0 0.0 -0.522
H 5.4666 -6.7327 -6.8272 0.0 0.0 0.0 0.330
H 5.7002 -5.2051 -7.6988 0.0 0.0 0.0 0.330
H 4.2617 -6.1909 -8.0063 0.0 0.0 0.0 0.292
H 4.6053 -5.0572 -4.1337 0.0 0.0 0.0 0.277
H 4.8403 -3.5364 -4.9982 0.0 0.0 0.0 0.325
H 6.0269 -4.8457 -5.1776 0.0 0.0 0.0 0.390
H 2.4388 -5.4109 -7.1436 0.0 0.0 0.0 0.218
C -7.1381 -6.3199 1.6506 -0.1 0.1 -0.1 -0.930
N -6.7083 -5.0172 1.1847 -0.2 -0.1 0.0 0.123
C -7.5428 -4.2854 0.2460 0.1 0.0 0.1 -0.854
C -5.5557 -4.4552 1.5902 0.1 0.0 0.1 0.098
O -5.1570 -3.3666 1.2259 0.0 0.1 0.0 -0.550
H -7.2457 -7.0098 0.8115 0.0 0.0 0.0 0.332
H -8.0971 -6.2443 2.1669 0.0 0.0 0.0 0.332
H -6.4016 -6.7237 2.3413 0.0 0.0 0.0 0.295
H -6.9950 -4.0896 -0.6760 0.0 0.0 0.0 0.272
H -7.8410 -3.3269 0.6717 0.0 0.0 0.0 0.256
H -8.4292 -4.8722 0.0215 0.0 0.0 0.0 0.385
H -4.9908 -5.0855 2.2977 0.0 0.0 0.0 0.252
```
Positions in Å, forces in eV/Å.


2.
DFT (wB97M-V/def2-TZVPD) results for 2 unconnected molecules or ions with the total composition C27H42OP.

Summary:
multiplicity: 1
relative energy (zero: lowest compared OMol25 entry of this formula, charge and spin): 0.0 kJ/mol
charge: +1

Geometry as XYZ:
```
71
Properties=species:S:1:pos:R:3:forces:R:3:mulliken_charge:R:1
C 5.0198 0.5256 3.7326 0.0 0.1 0.0 -1.369
C 3.7440 1.0438 3.0774 0.0 -0.1 0.0 -0.211
C 3.1903 0.0668 2.0344 0.2 0.2 0.0 -0.631
C 1.9092 0.5664 1.3638 0.0 0.1 0.1 -0.346
P 0.5159 0.7019 2.5675 -0.1 -0.3 0.0 0.026
C -0.7937 1.3557 1.4290 0.1 0.1 0.1 -0.600
C -1.2006 2.7755 1.8246 -0.2 0.1 0.0 -0.678
C -1.8694 2.8439 3.2015 0.0 0.0 -0.1 -0.122
C -2.3119 4.2585 3.5599 0.0 -0.1 0.1 -1.451
C 0.0069 -1.0740 2.5707 0.1 0.1 0.1 -0.612
C -1.1661 -1.3062 3.5205 -0.1 -0.3 0.1 -0.385
C -1.6852 -2.7513 3.5061 0.0 0.3 0.1 -0.639
C -2.2688 -3.1726 2.1621 0.0 -0.1 0.0 -1.089
H 5.3900 1.2465 4.4653 0.0 -0.1 0.0 0.383
H 4.8400 -0.4216 4.2504 0.0 0.1 -0.1 0.330
H 5.8056 0.3660 2.9880 0.0 0.0 0.1 0.317
H 2.9829 1.2361 3.8460 0.2 0.0 -0.2 0.291
H 3.9463 2.0044 2.5881 0.0 0.0 0.1 0.267
H 3.9516 -0.0978 1.2595 0.0 -0.1 0.2 0.396
H 3.0178 -0.9036 2.5228 0.0 0.1 -0.2 0.196
H 2.0579 1.5738 0.9460 0.1 -0.2 0.0 0.490
H 1.5989 -0.1106 0.5557 0.0 0.1 -0.1 -0.057
H -0.3899 1.3435 0.4076 -0.2 -0.1 0.0 0.114
H -1.6623 0.6821 1.4743 0.2 0.2 -0.1 0.524
H -0.3218 3.4364 1.8349 -0.1 -0.1 -0.1 0.263
H -1.8899 3.1714 1.0657 0.1 0.1 0.1 0.417
H -2.7403 2.1758 3.2086 0.1 0.0 0.0 0.236
H -1.1759 2.4687 3.9672 -0.1 0.0 -0.2 0.336
H -2.7727 4.2710 4.5502 0.0 0.1 -0.1 0.378
H -1.4610 4.9462 3.5725 -0.1 0.0 0.0 0.350
H -3.0463 4.6321 2.8402 0.1 0.0 0.1 0.337
H -0.2506 -1.3521 1.5383 0.1 -0.1 0.1 0.081
H 0.8776 -1.6737 2.8792 -0.3 0.1 -0.1 0.395
H -0.8627 -1.0563 4.5465 0.0 0.1 -0.2 0.375
H -1.9994 -0.6371 3.2628 0.1 0.0 0.1 0.139
H -0.8628 -3.4215 3.7800 -0.1 0.0 0.0 0.329
H -2.4490 -2.8404 4.2873 0.1 -0.1 -0.1 0.356
H -2.7111 -4.1692 2.2330 0.0 0.1 -0.1 0.386
H -3.0541 -2.4806 1.8390 0.1 0.0 0.0 0.274
H -1.4996 -3.2037 1.3839 -0.1 0.0 0.0 0.245
C -2.2961 -5.7000 -3.7558 0.0 -0.1 0.0 -0.821
O -0.9916 -5.5254 -3.1690 0.4 1.7 0.1 -0.407
C -0.5485 -4.2518 -3.0181 -0.2 -0.7 -0.2 1.029
C 0.7693 -4.0747 -2.5114 -0.3 -0.1 -0.1 -0.808
C 1.2817 -2.8080 -2.3946 -0.2 0.1 0.1 -0.623
C 0.5187 -1.6446 -2.7511 0.1 0.2 0.4 0.656
C 1.1441 -0.3732 -2.6599 -0.4 -0.5 -0.6 -0.234
C 0.6879 0.8699 -3.1812 0.0 0.5 -0.3 0.704
C 1.4033 2.0585 -2.8231 -0.1 -0.4 -0.1 -0.624
C 0.9806 3.3035 -3.2488 0.1 -0.2 0.1 -0.779
C -0.1761 3.4315 -4.0350 0.2 0.0 0.1 1.108
C -0.6452 4.7840 -4.4615 -0.3 0.2 -0.1 -1.416
C -0.8622 2.2809 -4.4476 0.1 -0.3 0.0 -0.861
C -0.4132 1.0222 -4.0851 0.0 0.2 0.3 -0.669
C -0.8400 -1.8552 -3.1379 -0.1 -0.3 -0.2 -0.632
C -1.3473 -3.1224 -3.3291 0.1 0.0 0.1 -0.623
H -2.4549 -6.7756 -3.7516 -0.1 0.1 0.0 0.250
H -3.0701 -5.1980 -3.1626 0.2 -0.2 0.0 0.349
H -2.3189 -5.3125 -4.7819 0.1 -0.1 0.2 0.369
H 1.3454 -4.9593 -2.2383 -0.2 0.3 -0.1 0.474
H 2.2942 -2.6593 -2.0162 -0.2 -0.1 -0.1 0.411
H 2.1327 -0.3628 -2.1877 -0.3 0.0 0.0 0.299
H 2.3031 1.9521 -2.2129 -0.3 0.1 -0.1 0.398
H 1.5400 4.2013 -2.9763 -0.2 -0.3 0.0 0.427
H -1.6301 4.7174 -4.9316 0.2 0.1 0.1 0.372
H -0.7089 5.4713 -3.6107 0.0 -0.2 -0.1 0.361
H 0.0406 5.2419 -5.1854 0.0 -0.2 0.1 0.324
H -1.7498 2.3893 -5.0780 0.4 -0.1 0.1 0.342
H -0.9074 0.1552 -4.5199 0.3 0.4 0.1 0.611
H -1.5233 -1.0224 -3.2786 0.3 -0.2 0.2 0.596
H -2.3671 -3.2537 -3.7023 0.5 0.1 0.3 0.374
```
Positions in Å, forces in eV/Å.


| no. | energy (eV) | frontier orbital gap (Ha) |
| --- | --- | --- |
| 1 | -91622.8640 | 0.331 |
| 2 | -40010.0191 | 0.181 |